The following is a quantum chemistry calculation of a molecular structure, C41H35CaN5O4Si in a non-equilibrium geometry, from the Open Molecules 2025 dataset.

Computed properties:
Energy relative to the best compared isomer or geometry (same formula, charge and spin)   47.0 kcal per mole
Highest occupied orbital energy (spin up / spin down)   -4.89 / -4.89 eV

Atoms and positions in Å:
Ca 1.06 0.76 0.60
C -0.27 3.02 4.88
O 1.22 2.89 4.68
C 1.41 2.15 3.58
N 0.34 1.80 2.94
C -0.80 2.01 3.85
C -2.17 2.41 3.28
C -3.27 2.30 4.14
C -4.56 2.59 3.68
C -4.74 3.09 2.40
C -3.63 3.32 1.59
C -2.37 2.96 2.02
C 2.81 1.91 3.17
C 3.91 2.39 3.89
C 5.13 2.39 3.23
C 5.23 1.98 1.87
C 4.11 1.45 1.25
N 2.93 1.29 1.94
C 4.03 1.20 -0.19
N 2.97 0.98 -0.95
C 3.37 0.95 -2.39
C 4.79 1.57 -2.30
O 5.09 1.66 -0.87
C 2.47 1.59 -3.42
C 2.37 1.01 -4.68
C 1.48 1.55 -5.67
C 0.79 2.71 -5.44
C 1.02 3.37 -4.23
C 1.85 2.85 -3.25
H -0.57 4.05 4.63
H -0.58 2.79 5.92
H -1.01 1.05 4.41
H -3.14 1.90 5.15
H -5.45 2.47 4.33
H -5.73 3.40 2.09
H -3.72 3.81 0.63
H -1.54 3.12 1.34
H 3.77 2.83 4.90
H 6.02 2.66 3.80
H 6.15 2.18 1.30
H 3.51 -0.10 -2.65
H 4.88 2.60 -2.66
H 5.56 0.93 -2.76
H 3.02 0.20 -4.85
H 1.28 0.94 -6.54
H 0.08 3.14 -6.14
H 0.54 4.36 -4.06
H 2.02 3.47 -2.34
O 0.96 -1.46 1.17
N 0.01 -2.08 1.78
N -1.18 -1.47 1.72
O -1.43 -0.34 1.22
C -2.28 -2.25 2.19
C -3.64 -1.75 2.00
C -4.67 -2.43 2.64
C -4.45 -3.57 3.41
C -3.15 -4.05 3.57
C -2.07 -3.44 2.94
H -3.81 -0.87 1.39
H -5.69 -2.07 2.47
H -5.31 -4.05 3.90
H -2.91 -4.96 4.18
H -1.01 -3.79 3.07
C 2.77 -4.55 -3.39
C 2.18 -3.70 -4.31
C 1.49 -2.59 -3.88
C 1.30 -2.34 -2.53
C 1.95 -3.18 -1.61
C 2.67 -4.28 -2.04
Si 0.07 -0.92 -2.07
C -1.68 -1.79 -2.15
C -2.77 -1.00 -2.54
C -4.07 -1.56 -2.71
C -4.30 -2.85 -2.34
C -3.21 -3.65 -1.93
C -1.93 -3.15 -1.87
H 3.41 -5.34 -3.78
H 2.28 -3.87 -5.40
H 1.06 -1.93 -4.61
H 1.81 -3.06 -0.53
H 3.21 -4.87 -1.27
H 0.07 -0.01 -3.28
H -2.63 0.04 -2.78
H -4.85 -0.96 -3.18
H -5.31 -3.29 -2.32
H -3.43 -4.68 -1.68
H -1.10 -3.82 -1.56

---

The following is a quantum chemistry calculation of a molecular structure, C29H27N5O5SbW in a non-equilibrium geometry, from the Open Molecules 2025 dataset.

Computed properties:
Net charge   +1
Energy relative to the best compared isomer or geometry (same formula, charge and spin)   5.6 kcal per mole
Highest occupied orbital energy (spin up / spin down)   -10.42 / -10.25 eV

Atoms and positions in Å:
W -0.22 -0.14 -0.35
O -1.55 3.45 -1.45
C -1.04 2.62 -0.76
N -0.02 1.71 -1.15
C -0.07 1.11 -2.42
O -1.00 1.14 -3.22
C 1.23 0.39 -2.71
C 1.81 0.31 -3.95
C 3.01 -0.41 -4.02
C 3.51 -1.02 -2.87
C 2.80 -0.94 -1.69
N 1.68 -0.23 -1.62
C -1.42 2.41 0.70
C -2.24 3.30 1.35
C -2.60 2.99 2.66
C -2.15 1.81 3.23
C -1.35 0.96 2.48
N -1.00 1.27 1.24
H 1.37 0.80 -4.80
H 3.54 -0.49 -4.95
H 4.44 -1.58 -2.90
H 3.13 -1.43 -0.78
H -2.57 4.19 0.84
H -3.24 3.65 3.22
H -2.42 1.53 4.24
H -0.98 0.02 2.88
O -4.02 0.16 -2.49
C -4.77 -0.56 -1.63
C -6.10 -0.74 -2.01
C -6.96 -1.48 -1.23
C -6.52 -2.08 -0.05
C -5.21 -1.92 0.33
C -4.32 -1.16 -0.44
C -2.92 -1.08 -0.03
O -2.18 -0.15 -0.61
N -2.39 -1.96 0.76
N -1.01 -1.74 0.87
C -0.33 -2.71 1.37
C 1.08 -2.61 1.66
C 1.74 -3.71 2.24
C 3.03 -3.61 2.69
C 3.68 -2.37 2.61
C 3.06 -1.27 2.05
C 1.77 -1.38 1.54
O 1.20 -0.32 0.97
H -3.16 0.42 -2.13
H -6.43 -0.27 -2.93
H -7.99 -1.60 -1.55
H -7.20 -2.66 0.56
H -4.84 -2.38 1.24
H -0.88 -3.60 1.67
H 1.20 -4.65 2.33
H 3.53 -4.46 3.13
H 4.68 -2.27 3.00
H 3.56 -0.31 1.99
C -2.16 -3.66 -1.86
Sb -0.67 -2.22 -2.29
C 0.90 -3.59 -2.67
C -1.35 -1.79 -4.23
H -1.90 -4.54 -2.43
H -3.12 -3.27 -2.20
H -2.23 -3.89 -0.80
H 0.53 -4.29 -3.42
H 1.14 -4.13 -1.75
H 1.79 -3.09 -3.04
H -1.63 -2.74 -4.67
H -0.57 -1.30 -4.82
H -2.20 -1.12 -4.15

---

The following is a quantum chemistry calculation of 2 unconnected molecules or ions with the total composition C3H3N2 in a non-equilibrium geometry, from the Open Molecules 2025 dataset.

Computed properties:
Net charge   +1
Energy relative to the best compared isomer or geometry (same formula, charge and spin)   120.5 kcal per mole
Highest occupied orbital energy (spin up / spin down)   -17.90 / -15.23 eV

Atoms and positions in Å:
C 0.52 -1.43 -0.47
C -4.11 0.06 0.04
C -0.70 0.52 0.24
N -3.03 -0.09 0.30
N -0.11 -0.50 -0.16
H 0.36 -2.28 -0.96
H -0.94 1.19 -0.61
H -0.33 0.85 1.24

---

no.,M (g/mol)
1,729.93
2,831.17
3,67.07